No. 1
14
Properties=species:S:1:pos:R:3:lowdin_charge:R:1 method="wB97M-V/def2-TZVPD" spin_multiplicity=2 homo_energy_ev="1.0368 / -5.3287" homo_lumo_gap_ev="3.016 / 9.284" e_above_lowest_kj_mol=131.75 lumo_ev="4.0523 / 3.9551" charge=-1 largest_force_ev_per_a=4.1
N 0.4035 -0.3367 1.2363 -0.042
C -0.1479 0.5829 0.2434 -0.452
C 1.9668 1.0687 -0.9998 -0.038
C 0.7905 1.5543 -0.3994 -0.188
H 0.3617 0.1371 2.1345 0.027
H -0.2186 -1.1365 1.3560 -0.035
H -1.0186 1.1781 0.5705 0.066
H -0.6159 -0.0047 -0.5733 0.076
H 2.8937 1.5712 -0.8717 0.007
H 1.9291 0.0953 -1.4870 0.035
H 0.6331 2.6031 -0.2578 0.055
H -1.7611 -2.9981 -0.2951 -0.079
H -2.8857 -1.9884 0.0274 -0.088
O -2.3305 -2.3262 -0.6838 -0.343

No. 2
14
Properties=species:S:1:pos:R:3:lowdin_charge:R:1 method="wB97M-V/def2-TZVPD" homo_energy_ev=-9.6480 homo_lumo_gap_ev=10.298 smiles="C=CCN.O" e_above_lowest_kj_mol=203.12 lumo_ev=0.6500 largest_force_ev_per_a=3.0
C 0.2537 -2.0890 0.4705 0.000
C -0.5852 -1.0540 0.4166 -0.205
C -0.4271 0.0116 1.4561 -0.345
N -1.3927 -0.2071 2.5568 0.003
H 0.4020 -2.9249 -0.2320 0.060
H 1.0480 -2.0634 1.1820 0.045
H -1.4902 -0.8558 -0.2255 0.115
H 0.6659 -0.0402 1.7913 0.116
H -0.4142 0.9632 0.9311 0.093
H -2.2171 -0.5481 2.0891 0.047
H -1.6283 0.7168 2.9536 0.071
O 1.8805 2.4639 -4.0944 -0.133
H 1.4742 3.3921 -4.2928 0.083
H 1.3551 2.0225 -3.3683 0.050